No. 1
{"formula": "C5H20CdN11O8", "method": "the ωB97M-V functional and the def2-TZVPD basis", "spin_multiplicity": 1, "e_above_lowest_kj_mol": 58.6, "homo_lumo_gap_ev": 7.1, "charge": 1, "elements": ["Cd", "N", "O", "O", "O", "C", "O", "N", "N", "H", "H", "H", "H", "C", "O", "N", "N", "H", "H", "H", "H", "C", "O", "N", "N", "H", "H", "H", "H", "C", "O", "N", "N", "H", "H", "H", "H", "C", "O", "N", "N", "H", "H", "H", "H"], "xyz": [[-0.3296, 0.4158, -0.2016], [-3.3977, 0.6243, -1.4467], [-4.4277, 0.7848, -0.8217], [-3.4693, 0.3789, -2.5988], [-2.3325, 0.7690, -0.7955], [-1.5552, -1.3335, 2.2169], [-1.0181, -0.7926, 1.2851], [-2.3646, -0.8203, 3.0639], [-1.2153, -2.4601, 2.6614], [-2.7372, -1.3025, 3.8694], [-2.5962, 0.1621, 3.0993], [-1.7715, -2.7777, 3.4423], [-0.5980, -3.0509, 2.1229], [0.9285, 1.6968, -2.7242], [0.5184, 1.6051, -1.5969], [1.7644, 0.8898, -3.3363], [0.3614, 2.4831, -3.6110], [2.1965, 1.0011, -4.2424], [2.1260, 0.1817, -2.7134], [-0.4010, 3.0404, -3.2530], [0.6417, 2.4491, -4.5807], [2.3677, -0.7456, 1.0055], [1.4064, -0.3810, 0.3892], [2.5358, -2.0049, 1.3149], [3.2913, -0.0093, 1.5973], [1.8297, -2.6889, 1.0833], [3.3038, -2.2871, 1.9072], [3.9039, -0.4437, 2.2726], [3.1739, 0.9917, 1.5313], [-0.2577, -1.8236, -2.5323], [-0.3871, -0.9380, -1.7490], [0.0552, -3.0333, -2.2575], [-0.4689, -1.6556, -3.7962], [0.2826, -3.3546, -1.3274], [0.0277, -3.6791, -3.0337], [-0.5299, -0.6768, -4.0378], [-0.3088, -2.4461, -4.4041], [-0.2116, 2.4725, 2.2754], [-0.3970, 1.8883, 1.2374], [0.9466, 2.9760, 2.5666], [-1.0257, 2.5390, 3.3066], [1.6702, 2.8322, 1.8769], [1.2017, 3.2300, 3.5103], [-0.7219, 2.9708, 4.1676], [-2.0111, 2.3229, 3.2567]], "mulliken_charge": [2.04, 0.84, -0.64, -0.62, -0.39, 0.62, -0.83, -0.35, -0.37, 0.16, 0.13, 0.13, 0.20, 0.56, -0.30, -0.35, -0.45, 0.19, 0.20, 0.23, 0.15, 0.67, -0.69, -0.41, -0.42, 0.18, 0.16, 0.18, 0.21, 0.57, -0.55, -0.39, -0.43, 0.18, 0.14, 0.22, 0.17, 0.59, -0.55, -0.41, -0.36, 0.19, 0.19, 0.13, 0.28]}

No. 2
{"formula": "C5H20FN10O5Tl", "method": "the ωB97M-V functional and the def2-TZVPD basis", "spin_multiplicity": 1, "e_above_lowest_kj_mol": 66.6, "homo_lumo_gap_ev": 4.1, "charge": 2, "elements": ["Tl", "F", "C", "O", "N", "N", "H", "H", "H", "H", "C", "O", "N", "N", "H", "H", "H", "H", "C", "O", "N", "N", "H", "H", "H", "H", "C", "O", "N", "N", "H", "H", "H", "H", "C", "O", "N", "N", "H", "H", "H", "H"], "xyz": [[0.1304, 0.4449, 1.3966], [1.5472, 2.9095, 0.9348], [-1.0858, 2.7774, 4.1313], [-1.1360, 1.6120, 3.6618], [-2.0362, 3.2783, 4.9311], [0.0135, 3.5447, 4.0687], [-2.9195, 2.7967, 4.9678], [-1.7943, 4.1044, 5.4447], [0.8096, 3.2075, 3.5512], [-0.0580, 4.5094, 4.3362], [-0.8873, 1.3620, -2.3982], [-0.8030, 0.8573, -1.2665], [-1.9615, 1.1716, -3.1951], [0.1667, 1.9698, -2.9486], [-2.7581, 0.6213, -2.9304], [-2.0585, 1.6445, -4.0778], [0.0489, 2.2315, -3.9126], [0.9916, 2.1039, -2.3928], [0.9218, -3.3032, 0.3829], [1.1556, -2.0862, 0.5003], [0.3372, -3.9935, 1.3860], [1.1324, -4.0213, -0.7281], [0.2670, -4.9870, 1.2342], [0.0129, -3.6809, 2.2821], [0.6998, -4.9159, -0.8754], [1.7292, -3.6304, -1.4383], [3.1323, 0.7287, -0.9031], [2.0382, 0.1728, -0.6353], [3.4656, 1.9537, -0.4890], [3.9217, 0.2472, -1.8854], [2.7948, 2.4547, 0.1007], [4.2324, 2.4740, -0.8774], [4.8486, 0.6398, -1.8379], [3.8112, -0.6924, -2.2256], [-2.3808, -2.1565, -0.5897], [-1.7567, -1.4961, 0.2739], [-1.7671, -2.9835, -1.4343], [-3.6741, -1.9154, -0.8917], [-0.7615, -2.9516, -1.4259], [-2.1951, -3.3512, -2.2655], [-4.0632, -1.1259, -0.4042], [-4.1116, -2.5265, -1.5556]], "mulliken_charge": [1.50, -0.64, 0.80, -0.60, -0.39, -0.35, 0.25, 0.18, 0.17, 0.21, 0.61, -0.42, -0.39, -0.36, 0.21, 0.17, 0.17, 0.19, 0.61, -0.46, -0.35, -0.43, 0.16, 0.18, 0.20, 0.21, 0.42, -0.30, -0.26, -0.40, 0.29, 0.19, 0.22, 0.23, 0.62, -0.51, -0.34, -0.46, 0.21, 0.23, 0.24, 0.18]}

No. 3
{"formula": "C5H20N2O3", "method": "the ωB97M-V functional and the def2-TZVPD basis", "spin_multiplicity": 1, "e_above_lowest_kj_mol": 83.6, "homo_lumo_gap_ev": 9.2, "smiles": "CC(C)NCCN.O.O.O", "elements": ["N", "C", "C", "N", "C", "C", "C", "H", "H", "H", "H", "H", "H", "H", "H", "H", "H", "H", "H", "H", "H", "H", "H", "O", "H", "H", "O", "H", "H", "O"], "xyz": [[2.4639, -1.2312, -0.9006], [2.0187, 0.1781, -0.7246], [1.2096, 0.4475, 0.5701], [-0.1109, -0.2354, 0.5544], [-2.4802, 0.4766, 0.3722], [-1.1195, 0.3967, -0.3474], [-1.2549, -0.4140, -1.6250], [2.9764, -1.5680, -0.1249], [1.5926, -1.8343, -1.0072], [2.9573, 0.7685, -0.6991], [1.4421, 0.4555, -1.6163], [1.1030, 1.5693, 0.7110], [1.7377, 0.0449, 1.4551], [-0.4247, -0.3101, 1.5216], [-3.2340, 0.9218, -0.2623], [-2.8884, -0.5158, 0.5835], [-2.3650, 0.9993, 1.3032], [-0.8206, 1.4492, -0.6351], [-0.2916, -0.5266, -2.1714], [-1.6014, -1.4334, -1.4283], [-1.9106, 0.0133, -2.3038], [-0.9573, 1.1603, 3.8643], [-0.3669, -0.2160, 4.1789], [-0.8005, 0.2953, 3.5085], [0.0281, -2.1475, 0.0062], [-0.8755, -3.3259, 0.4230], [-0.0905, -3.1107, -0.1006], [0.3843, 3.7728, -1.4006], [0.4559, 2.3076, -1.3487], [0.4341, 3.0869, -1.9201]], "mulliken_charge": [-0.59, -0.62, -0.48, -0.18, -1.61, 1.30, -1.43, 0.29, 0.26, 0.38, 0.26, 0.31, 0.41, 0.27, 0.44, 0.35, 0.39, -0.51, 0.25, 0.32, 0.54, 0.29, 0.26, -0.58, 0.24, 0.29, -0.75, 0.25, 0.28, -0.64]}

No. 4
{"formula": "C5H20N2O5", "method": "the ωB97M-V functional and the def2-TZVPD basis", "spin_multiplicity": 1, "e_above_lowest_kj_mol": 435.5, "homo_lumo_gap_ev": 9.6, "smiles": "CN(CC=O)CCN.O.O.O.O", "elements": ["N", "C", "C", "N", "C", "C", "C", "O", "H", "H", "H", "H", "H", "H", "H", "H", "H", "H", "H", "H", "H", "H", "O", "H", "H", "O", "H", "H", "O", "H", "H", "O"], "xyz": [[-1.5518, -1.6936, -1.6977], [-0.0966, -2.2787, -1.6682], [0.4314, -1.9059, -0.1641], [1.0972, -0.5682, -0.1409], [2.0178, -0.4369, -1.2296], [1.5997, -0.1792, 1.1462], [2.4060, 1.1551, 0.9397], [3.5479, 1.2482, 1.2245], [-1.8803, -1.6537, -0.7951], [-2.1951, -2.1894, -2.2606], [0.4118, -1.7088, -2.4081], [0.1240, -3.2677, -1.9114], [0.9508, -2.7447, 0.1502], [-0.4717, -1.8540, 0.5382], [2.9441, 0.1077, -0.8926], [2.1000, -1.3460, -1.8886], [1.5680, 0.2636, -1.8758], [2.3534, -0.9355, 1.5325], [0.8824, 0.1489, 1.8595], [1.9542, 2.0484, 0.2606], [-1.6329, 0.5069, -1.6208], [-0.5086, 1.0438, -1.1265], [-1.3904, 1.4120, -1.3765], [-2.2249, 2.4907, -0.2212], [-1.3223, 2.8045, 1.0549], [-2.2313, 2.6683, 0.7394], [1.1656, 1.8148, 3.0397], [-0.4513, 1.7424, 3.4100], [0.3054, 2.0990, 2.7792], [-2.9624, 0.3277, 0.2188], [-3.3899, 0.7850, 1.4921], [-3.5499, 0.0952, 0.8924]], "mulliken_charge": [-0.55, -0.46, -1.09, 0.46, -1.31, -0.55, -0.16, -0.44, 0.18, 0.18, 0.29, 0.45, 0.38, 0.47, 0.38, 0.43, 0.44, 0.19, 0.51, 0.23, 0.34, 0.36, -0.79, 0.36, 0.30, -0.69, 0.33, 0.33, -0.63, 0.36, 0.32, -0.63]}

No. 5
{"formula": "C5H20N2O6", "method": "the ωB97M-V functional and the def2-TZVPD basis", "spin_multiplicity": 1, "e_above_lowest_kj_mol": 0.0, "homo_lumo_gap_ev": 10.5, "smiles": "C=CCCNC(N)=O.O.O.O.O.O", "elements": ["C", "C", "C", "C", "N", "C", "N", "O", "H", "H", "H", "H", "H", "H", "H", "H", "H", "H", "H", "H", "O", "H", "H", "O", "H", "H", "O", "H", "H", "O", "H", "H", "O"], "xyz": [[-0.2647, -0.4463, -0.9331], [0.8955, -1.4314, -1.0470], [2.1612, -0.9294, -0.4103], [3.1972, -0.4713, -1.0989], [-0.7065, -0.3039, 0.4540], [-2.0160, -0.0846, 0.7783], [-2.8101, 0.4549, -0.1723], [-2.4580, -0.3351, 1.9045], [0.0564, 0.5192, -1.3269], [-1.0784, -0.7961, -1.5546], [0.6151, -2.3619, -0.5748], [1.0670, -1.6520, -2.1044], [2.1978, -0.9793, 0.6725], [3.1813, -0.4582, -2.1879], [4.1134, -0.1161, -0.6201], [-0.1789, -0.8233, 1.1360], [-3.7108, 0.7117, 0.1679], [-2.4602, 0.9245, -0.9991], [-1.7624, -2.8729, 3.5579], [-1.7905, -1.3752, 3.0810], [-1.2979, -2.0355, 3.6442], [-2.2910, 2.3639, -3.1439], [-1.0245, 2.3832, -2.2497], [-1.7678, 1.8073, -2.5605], [0.2592, 1.3481, 0.8675], [1.7679, 1.3285, 0.7158], [1.0210, 1.9481, 0.7696], [0.6414, 2.8545, -0.7543], [1.2340, 3.2602, -2.1304], [0.4058, 3.2142, -1.6417], [0.1766, -2.0295, 2.7963], [1.6816, -1.7134, 2.7738], [0.9453, -1.9031, 2.1907]], "mulliken_charge": [-0.07, -1.33, 0.09, -0.77, -0.03, 0.64, -0.27, -0.84, -0.05, 0.64, 0.34, 0.48, 0.25, 0.28, 0.27, 0.13, 0.28, 0.17, 0.31, 0.46, -0.77, 0.29, 0.41, -0.69, 0.39, 0.33, -0.82, 0.39, 0.29, -0.73, 0.30, 0.29, -0.66]}

No. 6
{"formula": "C5H20N6O5", "method": "the ωB97M-V functional and the def2-TZVPD basis", "spin_multiplicity": 1, "e_above_lowest_kj_mol": 263.4, "homo_lumo_gap_ev": 9.4, "smiles": "NC(N)=O.NC(N)=O.NC(N)=O.CO.CO", "elements": ["C", "O", "H", "H", "H", "H", "C", "O", "H", "H", "H", "H", "C", "O", "N", "N", "H", "H", "H", "H", "C", "O", "N", "N", "H", "H", "H", "H", "C", "O", "N", "N", "H", "H", "H", "H"], "xyz": [[-0.4761, -0.8324, -4.3356], [-0.5114, -1.0839, -2.9575], [0.3201, -1.4388, -4.7675], [-1.4521, -1.0826, -4.7514], [-0.2019, 0.2038, -4.5335], [0.1741, -1.6789, -2.6451], [1.6230, 1.2297, 1.1351], [0.5175, 1.7009, 0.2976], [2.3276, 2.0196, 1.3950], [1.2243, 0.9148, 2.0995], [2.2209, 0.3879, 0.7860], [0.2044, 0.8890, -0.1079], [-2.2018, 5.5729, -2.3233], [-2.7791, 6.5232, -2.7143], [-1.3189, 5.5085, -1.3742], [-2.3497, 4.4134, -2.8593], [-0.9072, 4.6154, -1.1442], [-1.2152, 6.2479, -0.6940], [-1.9341, 3.5982, -2.4317], [-3.1671, 4.2185, -3.4197], [-4.1850, -0.1463, 0.8932], [-3.9691, 0.9553, 0.4900], [-5.2086, -0.8598, 0.5928], [-3.3222, -0.7120, 1.6435], [-5.3838, -0.6682, -0.3833], [-5.0182, -1.8220, 0.8338], [-2.4613, -0.2620, 1.9200], [-3.3884, -1.7152, 1.7405], [5.6735, -4.7187, 3.0543], [6.4893, -4.8561, 2.1840], [6.0284, -4.8063, 4.3031], [4.4061, -4.3509, 2.8994], [7.0263, -4.8969, 4.4305], [5.3355, -4.6314, 5.0168], [3.8794, -4.1937, 3.7467], [4.0007, -4.2428, 1.9807]], "mulliken_charge": [-0.49, -0.50, 0.25, 0.20, 0.22, 0.30, -0.61, -0.44, 0.24, 0.26, 0.28, 0.27, 0.63, -0.63, -0.34, -0.38, 0.14, 0.21, 0.16, 0.22, 0.64, -0.64, -0.44, -0.37, 0.25, 0.20, 0.22, 0.15, 0.67, -0.64, -0.40, -0.38, 0.22, 0.16, 0.15, 0.21]}

No. 7
{"formula": "C5H21NO5", "method": "the ωB97M-V functional and the def2-TZVPD basis", "spin_multiplicity": 1, "e_above_lowest_kj_mol": 217.0, "homo_lumo_gap_ev": 8.3, "smiles": "C=C(CC)NC.O.O.O.O.O", "elements": ["C", "C", "C", "C", "C", "N", "H", "H", "H", "H", "H", "H", "H", "H", "H", "H", "H", "H", "H", "O", "H", "H", "O", "H", "H", "O", "H", "H", "O", "H", "H", "O"], "xyz": [[-0.8882, -1.5161, -1.1771], [-0.1493, -0.2416, -0.8138], [1.3037, -0.3193, -1.1016], [1.8258, -1.0787, -2.0637], [2.1658, 1.0515, 0.7850], [2.1057, 0.7533, -0.6351], [-0.1757, -2.3050, -1.3020], [-1.7613, -1.8734, -0.6006], [-1.2558, -1.3243, -2.1727], [-0.3709, 0.0715, 0.2540], [-0.6259, 0.6456, -1.2286], [2.9419, -0.9945, -2.0189], [1.3776, -1.6233, -2.9150], [2.9270, 1.8784, 1.0070], [2.5346, 0.2164, 1.3841], [1.1715, 1.4066, 1.0898], [2.9680, 0.9081, -1.1463], [1.6070, 2.1230, -2.2627], [1.7803, 3.4013, -1.3396], [1.7902, 3.0658, -2.2334], [-1.6386, -2.9076, 2.4134], [-0.9865, -1.6307, 3.0692], [-1.1232, -2.1125, 2.2460], [-3.0138, 1.2993, -0.1644], [-2.8402, 2.7249, -0.0509], [-2.9052, 2.0627, -0.7533], [0.5583, 0.8022, 4.3438], [1.0014, -0.5366, 4.0942], [0.6304, 0.2074, 3.5827], [-3.0494, -1.3483, 0.3899], [-3.9413, -1.5837, -0.7867], [-3.9640, -1.2225, 0.1071]], "mulliken_charge": [-1.49, 0.35, 0.38, -1.27, -1.12, -0.16, 0.42, 0.04, 0.34, 0.06, 0.41, 0.25, 0.32, 0.34, 0.27, 0.31, 0.38, 0.35, 0.29, -0.67, 0.29, 0.30, -0.58, 0.31, 0.32, -0.62, 0.29, 0.32, -0.60, 0.44, 0.35, -0.65]}

No. 8
{"formula": "C5H22N2O5", "method": "the ωB97M-V functional and the def2-TZVPD basis", "spin_multiplicity": 1, "e_above_lowest_kj_mol": 432.2, "homo_lumo_gap_ev": 9.2, "smiles": "C[C@@H](CCN)NCO.O.O.O.O", "elements": ["C", "C", "C", "C", "N", "N", "C", "O", "H", "H", "H", "H", "H", "H", "H", "H", "H", "H", "H", "H", "H", "H", "H", "H", "O", "H", "H", "O", "H", "H", "O", "H", "H", "O"], "xyz": [[0.7951, 0.5881, -2.4932], [0.9064, 0.5768, -0.9065], [2.2759, -0.2794, -0.6533], [2.0509, -1.7642, -0.4518], [1.1659, -2.3329, 0.7328], [0.9575, 1.8642, -0.2894], [0.6410, 2.0091, 1.1549], [-0.6881, 1.8054, 1.3997], [1.7789, 0.6891, -2.8702], [0.4093, -0.4533, -2.8112], [0.0940, 1.4604, -2.6457], [0.1214, -0.0993, -0.4770], [3.0908, -0.1447, -1.3892], [2.9308, 0.1446, 0.2977], [2.9612, -2.3916, -0.5835], [1.4569, -2.1084, -1.4905], [0.2824, -1.8704, 0.8625], [1.6110, -2.3804, 1.7787], [0.3525, 2.4458, -0.7989], [1.2179, 1.3026, 1.8726], [1.1284, 2.9263, 1.4495], [-1.1885, 2.6337, 1.2409], [-0.0529, -1.6484, 3.3685], [-1.2417, -0.6142, 3.1445], [-0.9062, -1.6170, 3.3588], [-2.6990, -1.9110, 1.7309], [-2.1827, -3.0096, 0.7715], [-2.6822, -2.2531, 0.7997], [-3.5478, -0.3187, -0.4781], [-2.6429, 0.6281, 0.4307], [-3.2700, 0.5720, -0.2840], [-2.4079, 1.5494, -1.8065], [-1.1441, 2.4043, -1.8094], [-1.5743, 1.5965, -2.1555]], "mulliken_charge": [-1.16, 0.62, -0.47, -0.67, -0.53, -0.27, -0.62, -0.42, 0.47, 0.25, 0.34, -0.32, 0.37, 0.24, 0.42, 0.17, 0.25, 0.22, 0.29, 0.24, 0.40, 0.31, 0.23, 0.35, -0.60, 0.31, 0.28, -0.61, 0.31, 0.29, -0.63, 0.30, 0.25, -0.61]}